--- one ---
The following is a DFT calculation (ωB97M-V with the def2-TZVPD basis set) of a cluster of 8 separate species, C10H41B2O11 in total.

Calculated values
HOMO level   -6.89 eV
Total charge   -1
LUMO   2.59 eV

Geometry (Å):
O: 29.18818 -0.96451 -13.61098
H: 28.31937 -1.56384 -13.59903
H: 28.96643 0.01633 -13.81957
H: 29.62489 -0.99908 -12.74961
B: 26.83336 -2.44270 -13.37432
H: 25.89287 -3.12569 -13.04942
H: 26.49832 -1.27615 -13.47528
H: 27.63782 -2.53926 -12.45320
H: 27.31682 -2.83849 -14.41965
B: 28.31438 1.59829 -14.58018
H: 28.07159 2.77895 -14.61896
H: 29.50916 1.44322 -14.70429
H: 27.97197 1.22038 -13.47910
H: 27.73481 0.98915 -15.43898
C: 29.27565 -0.90391 -17.27413
C: 30.62833 -1.57049 -17.24408
O: 30.98521 -1.85234 -15.88941
O: 28.60519 -1.15681 -18.49355
H: 29.30349 0.15512 -16.98505
H: 28.68387 -1.36469 -16.46753
H: 31.39536 -0.98332 -17.76923
H: 30.52915 -2.49237 -17.83750
H: 31.91809 -2.08145 -15.94535
H: 27.92798 -0.47519 -18.63103
C: 28.64071 1.61030 -20.44363
C: 27.93485 2.26790 -19.29449
O: 27.04779 1.28110 -18.67614
O: 27.78086 1.18316 -21.48990
H: 29.26280 0.79984 -20.04668
H: 29.35291 2.30401 -20.90052
H: 27.34174 3.12978 -19.60596
H: 28.66123 2.51055 -18.51285
H: 26.82354 1.71273 -17.83697
H: 27.18934 0.53133 -21.09426
C: 29.61935 5.39932 -13.71787
C: 30.44968 4.45328 -12.88053
O: 29.74803 3.29532 -12.49476
O: 29.31723 4.90110 -15.03303
H: 30.09577 6.35993 -13.93103
H: 28.68806 5.64508 -13.19091
H: 30.80229 4.93475 -11.96654
H: 31.35953 4.20542 -13.45341
H: 29.24001 2.92064 -13.23836
H: 28.72686 4.13505 -14.95207
C: 24.71032 2.51870 -15.54203
C: 24.77550 3.60234 -14.50494
O: 25.61478 3.26083 -13.39198
O: 25.92024 2.42324 -16.29032
H: 23.91836 2.73430 -16.26015
H: 24.54601 1.54269 -15.07735
H: 23.82810 3.71892 -13.96908
H: 25.07895 4.55966 -14.93765
H: 26.29917 2.63321 -13.65972
H: 26.61386 1.95412 -15.77081
C: 31.75427 3.99515 -17.43405
C: 32.26308 3.34599 -16.18514
O: 33.19920 4.20833 -15.52328
O: 31.01990 5.15360 -17.13665
H: 31.14716 3.27724 -18.01641
H: 32.57381 4.22215 -18.12031
H: 32.86235 2.47419 -16.44396
H: 31.47001 3.05832 -15.49182
H: 32.77710 5.07055 -15.42975
H: 30.43571 5.01389 -16.36155

--- two ---
The following is a DFT calculation (ωB97M-V with the def2-TZVPD basis set) of a cluster of 8 separate species, C10H41B2O11 in total.

Calculated values
HOMO level   -4.99 eV
Total charge   -1
LUMO   0.39 eV

Geometry (Å):
O: 5.22155 0.75549 2.58561
H: 5.81905 1.46425 2.83512
H: 4.56189 0.92441 1.90892
H: 5.69723 -0.07498 2.51045
B: 6.43674 2.16054 -1.72611
H: 6.91736 1.87919 -0.80194
H: 5.97823 3.12431 -1.56743
H: 7.22618 2.28499 -2.45105
H: 5.68494 1.47529 -2.08589
B: 1.04677 0.92692 1.08869
H: 0.28756 0.43800 1.67928
H: 0.57843 1.62738 0.41470
H: 1.69606 1.56722 1.66547
H: 1.69637 0.19496 0.63429
C: -5.21919 1.04169 1.48188
C: -5.53601 0.51403 0.13943
O: -6.40701 1.40064 -0.60144
O: -6.39291 0.92301 2.31799
H: -4.93924 2.08807 1.60363
H: -4.39372 0.37035 1.71851
H: -5.71501 -0.56053 0.10225
H: -4.55527 0.65380 -0.31524
H: -7.27798 1.06652 -0.37481
H: -6.52355 0.01460 2.59966
C: -0.57321 2.54569 -4.60429
C: -0.79093 2.07291 -6.11065
O: 0.29995 1.41874 -6.71530
O: -0.29404 1.33215 -3.88684
H: -1.38147 3.22914 -4.34405
H: 0.34090 3.12298 -4.46552
H: -1.20343 2.85336 -6.75004
H: -1.74589 1.59144 -6.32126
H: 0.00367 0.62780 -7.17163
H: 0.01785 1.50443 -2.99541
C: -1.12173 4.43354 5.44283
C: -0.23539 5.32778 4.50655
O: -0.40667 5.08577 3.10476
O: -2.30226 4.98891 5.98973
H: -0.41580 4.23202 6.24854
H: -1.26776 3.41977 5.06995
H: 0.78492 5.00119 4.70753
H: -0.35904 6.38998 4.71753
H: -0.16174 4.19462 2.84503
H: -2.56380 4.50065 6.77383
C: -2.19661 -4.14603 -4.00398
C: -1.95293 -4.34459 -2.55964
O: -1.95177 -3.16379 -1.79856
O: -1.21480 -3.09870 -4.34186
H: -3.23335 -3.83449 -4.13134
H: -1.98084 -4.98770 -4.66212
H: -1.15345 -5.02290 -2.26157
H: -2.82987 -4.80700 -2.10660
H: -1.26121 -2.61238 -2.17362
H: -1.67037 -2.25380 -4.32795
C: 2.48182 -5.22608 1.88491
C: 3.54055 -6.32234 2.09657
O: 4.47661 -6.35046 3.19074
O: 3.07134 -4.16183 1.18932
H: 2.06375 -4.82188 2.80684
H: 1.54920 -5.53071 1.41004
H: 4.22897 -6.50853 1.27225
H: 3.14286 -7.33469 2.16800
H: 4.03063 -6.03234 3.97909
H: 2.34688 -3.57278 0.96620

It comes down to one, which is 0.3708 hartree more stable than the next structure.

--- one ---
The following is a DFT calculation (ωB97M-V with the def2-TZVPD basis set) of a cluster of 2 separate species, C4H8NO in total.

Calculated values
2S+1   3
HOMO level (alpha / beta)   -10.59 / -14.93 eV
Total charge   +1
LUMO (alpha / beta)   -3.42 / -7.77 eV

Geometry (Å):
C: -0.40064 -1.60129 -0.18105
C: -1.67743 -0.78148 0.01816
C: 0.91889 -1.02581 0.01904
C: 2.04112 -0.54429 0.04749
N: 0.43057 2.01843 0.01445
O: -1.75435 0.40561 0.12156
H: -0.63593 -2.44934 0.47187
H: -0.63138 -2.17752 -1.13083
H: -2.57649 -1.34232 0.08381
H: 2.95055 -0.20318 0.43076
H: 0.62189 2.21798 -0.94522
H: -0.53807 1.36482 -0.04645
H: 0.30158 2.91970 0.60561
H: 0.94971 1.19869 0.49080

--- two ---
The following is a DFT calculation (ωB97M-V with the def2-TZVPD basis set) of a cluster of 2 separate species, C4H8NO in total.

Calculated values
2S+1   3
HOMO level (alpha / beta)   -10.71 / -16.02 eV
Total charge   +1
LUMO (alpha / beta)   -4.57 / -10.44 eV

Geometry (Å):
C: 0.58415 0.26396 0.43032
C: 0.76843 2.53935 1.94994
C: -1.36922 -1.83952 -1.27224
C: 0.12579 -1.81522 -0.97478
N: 0.43788 -0.69894 -0.20412
O: 0.54671 3.41424 1.08582
H: 1.76231 2.22912 2.26557
H: -0.09597 2.10597 2.44969
H: -1.60231 -2.72037 -1.86265
H: -1.94630 -1.88279 -0.35125
H: -1.66305 -0.95718 -1.83465
H: 0.71235 -1.75846 -1.89655
H: 0.42467 -2.70511 -0.41207
H: 1.31456 3.82495 0.62695

It comes down to one, which is 0.0345 hartree more stable than the next structure.

--- one ---
The following is a DFT calculation (ωB97M-V with the def2-TZVPD basis set) of an isolated molecule of C6H7NS.

Calculated values
SMILES   CC1=CC(=S)C=C1N
HOMO level   -8.02 eV
LUMO   -0.98 eV

Geometry (Å):
C: -1.29297 1.46498 0.02367
C: -0.09363 0.51922 -0.01689
C: 1.25169 0.88638 -0.19524
C: 2.11099 -0.34350 -0.02548
C: 1.25800 -1.39154 -0.02532
C: -0.09463 -1.04110 0.05857
H: -1.78034 1.56602 1.02778
H: -1.00537 2.56466 -0.20860
H: -2.26181 1.34056 -0.52405
H: 1.67398 1.95310 -0.07574
H: 1.52958 -2.45856 -0.42028
H: -1.62684 -2.60668 0.09743
H: -2.16232 -0.80453 0.24014
N: -1.28942 -1.61692 -0.01922
S: 3.78309 -0.03209 0.06323

--- two ---
The following is a DFT calculation (ωB97M-V with the def2-TZVPD basis set) of a structure of composition C6H7NS.

Calculated values
HOMO level   -7.79 eV
LUMO   0.87 eV

Geometry (Å):
C: 2.79289 -0.06740 0.09375
C: 0.86598 -0.33422 0.13444
C: -0.53347 -0.14791 0.18100
C: 1.99365 -1.33768 0.16353
C: -1.38231 1.10723 0.05069
C: -2.73640 0.36708 -0.26029
N: 1.81525 0.76274 0.05953
S: -1.93996 -1.20652 0.26357
H: 3.79229 0.23320 0.01161
H: 2.09292 -1.81949 -0.81237
H: 2.17299 -1.96709 0.93675
H: -1.47673 1.80197 0.76803
H: -1.12009 1.70854 -0.85268
H: -3.43233 0.50806 0.52773
H: -2.90466 0.39150 -1.26530

It comes down to one, which is 0.0125 hartree more stable than the next structure.

--- one ---
The following is a DFT calculation (ωB97M-V with the def2-TZVPD basis set) of a structure of composition C6H7NS.

Calculated values
HOMO level   -7.89 eV
LUMO   0.92 eV

Geometry (Å):
C: 1.14699 -1.90272 0.75101
C: 0.51582 -1.23243 -0.44670
C: 0.41158 0.97824 -0.74198
C: -0.15737 2.15886 -0.53953
C: -1.53383 0.51126 0.28034
C: -0.32570 -0.04377 -0.11258
H: 1.42481 -1.02967 1.49092
H: 2.00764 -2.41319 0.37248
H: 0.46516 -2.69983 1.05231
H: 0.00460 -1.93212 -1.18864
H: 0.11960 3.14717 -0.98046
H: -2.16101 2.53220 0.39295
H: -2.28794 0.11762 0.88544
N: -1.30944 1.93399 0.21275
S: 1.67907 -0.12560 -1.42830

--- two ---
The following is a DFT calculation (ωB97M-V with the def2-TZVPD basis set) of a cluster of 2 separate species, C6H7NS in total.

Calculated values
SMILES   C#C[C@@]1(C)CS1.C#N
HOMO level   -8.64 eV
LUMO   0.86 eV

Geometry (Å):
C: 1.31090 0.57967 1.89817
C: 0.43298 0.06219 1.25121
C: 3.32967 0.23931 -0.45540
C: -0.16662 -1.52757 -0.63927
C: -0.51235 -0.39640 0.23492
C: -1.54137 0.62335 -0.21966
N: 2.88852 -0.80543 -0.23483
S: -1.18096 -2.08103 0.76560
H: 1.76350 1.01024 2.72350
H: 3.62057 1.21756 -0.41164
H: -0.41050 -1.41964 -1.69707
H: 0.87493 -1.94124 -0.42780
H: -2.02643 0.77676 0.78810
H: -2.29695 0.27741 -0.90325
H: -0.96455 1.41822 -0.81030

--- three ---
The following is a DFT calculation (ωB97M-V with the def2-TZVPD basis set) of a structure of composition C6H7NS.

Calculated values
HOMO level   -8.69 eV
LUMO   -0.86 eV

Geometry (Å):
C: -0.04698 1.82709 -0.64862
C: -0.08161 0.32827 -0.10625
C: 0.91864 0.20332 1.06514
C: 0.63768 -1.67383 -0.37617
C: -0.69568 -1.78112 -0.31964
C: -1.32455 -0.53853 -0.16259
H: 0.45459 1.88654 -1.96924
H: -1.37677 2.12990 -0.42347
H: 0.74356 2.60092 0.35252
H: 1.54562 0.97045 1.43987
H: 0.70493 -0.56547 1.89719
H: 1.50202 -2.37418 -0.47617
H: -1.27461 -2.58237 -0.15812
N: 1.16896 -0.36024 -0.26437
S: -2.87580 -0.07076 0.14992

It comes down to one, which is 0.0771 hartree more stable than the next structure.